a) The following is a DFT calculation (ωB97M-V with the def2-TZVPD basis set) of the molecule C3H3NO3.

```
! wB97M-V def2-TZVPD RIJCOSX def2/J DEFGRID3
* xyz 0 1
O 1.96378 0.48297 0.05988
C 1.22036 0.30542 -0.86503
C -0.30582 0.57096 -0.77918
O -0.92168 0.89047 -1.75989
C -0.93213 0.53043 0.58278
N -0.83729 -0.47587 1.36393
O -0.07540 -1.48253 0.80687
H 1.51167 -0.03663 -1.86984
H -1.62686 1.32060 0.89620
H 0.00337 -2.10583 1.56426
*
```

Summary:
SMILES = O=CC(=O)/C=N\O
Kohn-Sham gap = 0.339 Ha
HOMO energy = -9.925 eV

***

b) The following is a DFT calculation (ωB97M-V with the def2-TZVPD basis set) of a cluster of 2 separate species, C3H3NO3 in total.

```
! wB97M-V def2-TZVPD RIJCOSX def2/J DEFGRID3
* xyz 0 1
N -1.05923 0.33972 -1.13173
C -0.24705 0.07975 -0.12884
O -0.87428 0.43375 1.02886
C -0.09619 0.19689 2.13975
O -0.48350 0.44218 3.23868
C 1.62995 -0.88923 -1.93155
O 2.54899 -1.22502 -1.35351
H -1.98830 0.73928 -1.02751
H 0.87897 -0.22866 1.85889
H -0.72433 0.12328 -2.06078
*
```

Summary:
Kohn-Sham gap = 0.386 Ha
HOMO energy = -9.619 eV

***

c) The following is a DFT calculation (ωB97M-V with the def2-TZVPD basis set) of the molecule C3H3NO3.

```
! wB97M-V def2-TZVPD RIJCOSX def2/J DEFGRID3
* xyz 0 1
O -0.37232 -0.45840 2.67236
C -0.54886 -0.84225 1.55586
N 0.29774 -0.45498 0.45639
C -0.25591 0.46537 -0.38571
O -1.35541 0.93551 -0.18712
C 0.59586 0.82056 -1.60469
O 0.16893 1.52647 -2.47376
H -1.36695 -1.51997 1.26333
H 1.22654 -0.84196 0.35533
H 1.61036 0.36965 -1.65199
*
```

Summary:
SMILES = O=CNC(=O)C=O
Kohn-Sham gap = 0.363 Ha
HOMO energy = -10.391 eV

***

The energy of each structure relative to the most stable one, in kJ/mol, is as follows: a) 184.0; b) 70.4; c) 0.0.

***

a) The following is a DFT calculation (ωB97M-V with the def2-TZVPD basis set) of the molecule C3H3NO3.

```
! wB97M-V def2-TZVPD RIJCOSX def2/J DEFGRID3
* xyz 0 1
H -0.39744 1.67788 -1.65512
N -0.97292 1.37137 -0.87993
C -0.42780 0.39080 -0.30630
C -1.37029 -0.36262 0.57876
O -1.26794 -1.54699 0.76828
O 0.77315 -0.16013 -0.72473
C 1.71351 -0.46544 0.21517
O 1.66213 -0.12834 1.36131
H -2.24051 0.24601 0.90003
H 2.52766 -1.03379 -0.25596
*
```

Summary:
SMILES = [H]/N=C(/C=O)OC=O
Kohn-Sham gap = 0.388 Ha
HOMO energy = -10.734 eV

***

b) The following is a DFT calculation (ωB97M-V with the def2-TZVPD basis set) of a structure of composition C3H3NO3.

```
! wB97M-V def2-TZVPD RIJCOSX def2/J DEFGRID3
* xyz 0 1
C -3.57534 -0.42512 0.06808
C -1.40816 0.27386 0.05763
C 0.05966 0.07959 0.02678
N -3.25060 1.48066 -0.36028
O -4.65860 -0.88486 0.18969
O -2.35542 -0.66408 0.37151
O -1.93561 1.38410 -0.33641
H 0.67770 0.83316 0.47648
H 0.52143 -0.12443 -1.03812
H 0.42624 -0.87578 0.43292
*
```

Summary:
Kohn-Sham gap (spin up / spin down) = 0.331 / 0.307 Ha
HOMO energy (spin up / spin down) = -8.843 / -8.151 eV

***

The energy of each structure relative to the most stable one, in kJ/mol, is as follows: a) 0.0; b) 447.8.

***

a) The following is a DFT calculation (ωB97M-V with the def2-TZVPD basis set) of the molecule C3H3NO3.

```
! wB97M-V def2-TZVPD RIJCOSX def2/J DEFGRID3
* xyz 0 1
O -2.09995 0.13532 -1.60847
C -0.90715 0.08106 -1.64868
N -0.10387 -0.39763 -0.56978
C -0.08026 0.31645 0.61396
O -0.77385 1.27540 0.83897
C 0.95972 -0.16937 1.63354
O 1.11779 0.41219 2.66990
H -0.32324 0.44627 -2.50721
H 0.65203 -1.03645 -0.78404
H 1.55877 -1.06323 1.36181
*
```

Summary:
SMILES = O=CNC(=O)C=O
Kohn-Sham gap = 0.358 Ha
HOMO energy = -10.330 eV

***

b) The following is a DFT calculation (ωB97M-V with the def2-TZVPD basis set) of the molecule C3H3NO3.

```
! wB97M-V def2-TZVPD RIJCOSX def2/J DEFGRID3
* xyz 0 1
N -1.12033 -0.81806 0.83831
C -0.05385 -0.62078 0.23233
O 0.24845 -0.00833 -0.95630
C -0.60012 0.92703 -1.46934
O -1.62357 1.29485 -0.97322
C 1.64428 -0.06525 1.49735
O 1.13466 -1.06693 0.80105
H -1.90831 -0.36860 0.38476
H -0.18249 1.28358 -2.41794
H 2.46129 -0.55752 2.06300
*
```

Summary:
Kohn-Sham gap = 0.354 Ha
HOMO energy = -9.443 eV

***

c) The following is a DFT calculation (ωB97M-V with the def2-TZVPD basis set) of the molecule C3H3NO3.

```
! wB97M-V def2-TZVPD RIJCOSX def2/J DEFGRID3
* xyz 0 1
C 0.70559 1.58992 -1.61416
C 0.86678 1.37619 -0.16296
C 0.66960 1.70886 -3.03839
N 0.06690 -0.01226 0.12992
O -0.08665 0.74933 -2.56107
O 0.96367 2.27645 -4.02388
O -0.12167 2.32474 -0.51721
H 0.30426 -0.27315 1.07248
H 0.40433 -0.70664 -0.50377
H -0.91808 0.07798 0.03353
*
```

Summary:
Kohn-Sham gap = 0.309 Ha
HOMO energy = -8.173 eV

***

The energy of each structure relative to the most stable one, in kJ/mol, is as follows: a) 0.0; b) 272.5; c) 445.2.

***

a) The following is a DFT calculation (ωB97M-V with the def2-TZVPD basis set) of the molecule C3H3NO3.

```
! wB97M-V def2-TZVPD RIJCOSX def2/J DEFGRID3
* xyz 0 1
C -2.16436 0.12013 -0.04361
C -0.69270 0.10580 0.05717
C 0.37054 -0.06099 0.59694
O 1.62908 -0.09694 0.96669
N 2.59692 -0.16117 -0.17776
O 3.71735 0.05495 0.12961
O 2.04802 -0.40482 -1.18368
H -2.34022 0.06266 -1.13909
H -2.61254 -0.71155 0.61646
H -2.55210 1.09193 0.17727
*
```

Summary:
SMILES = CC#CO[N+](=O)[O-]
Kohn-Sham gap = 0.362 Ha
HOMO energy = -9.713 eV

***

b) The following is a DFT calculation (ωB97M-V with the def2-TZVPD basis set) of the molecule C3H3NO3.

```
! wB97M-V def2-TZVPD RIJCOSX def2/J DEFGRID3
* xyz 0 1
O 2.24974 0.72817 0.69948
C 1.54634 0.36928 -0.19098
N 0.07875 0.75518 -0.33972
C -0.49611 -0.38400 0.09411
O 0.27206 -1.25113 0.49151
C -1.99117 -0.64562 0.05742
O -2.40972 -1.72045 0.39050
H 1.85654 -0.29674 -1.00885
H -0.39387 1.57239 -0.73133
H -2.64298 0.16577 -0.31397
*
```

Summary:
SMILES = O=CNC(=O)C=O
Kohn-Sham gap = 0.360 Ha
HOMO energy = -10.377 eV

***

The energy of each structure relative to the most stable one, in kJ/mol, is as follows: a) 509.2; b) 0.0.

***

a) The following is a DFT calculation (ωB97M-V with the def2-TZVPD basis set) of a cluster of 6 separate species, CH13O5S in total.

```
! wB97M-V def2-TZVPD RIJCOSX def2/J DEFGRID3
* xyz -1 1
C 2.41750 -0.34799 0.94302
S 2.33061 0.31722 -0.73832
H 2.42884 0.53197 1.58928
H 1.54435 -0.96922 1.12370
H 3.40291 -0.85786 1.03029
H 0.72648 -0.54285 -3.11754
H 1.44035 -0.95486 -1.71836
O 0.60993 -1.19187 -2.39577
H -1.05307 -0.04247 1.82309
H -0.59246 1.13598 2.59953
O -1.08378 0.30507 2.72032
H 0.55141 1.29233 0.18331
H 0.83497 2.68944 0.51185
O 0.10728 2.06284 0.62069
H -3.57539 -0.61476 -0.66217
H -2.72946 -1.59488 -0.11668
O -3.67982 -1.39884 -0.08535
H -0.83848 -0.48283 -1.85205
H -1.20654 0.71802 -1.03174
O -1.63563 -0.05443 -1.42712
*
```

Summary:
Kohn-Sham gap = 0.278 Ha
HOMO energy = -4.101 eV

***

b) The following is a DFT calculation (ωB97M-V with the def2-TZVPD basis set) of a cluster of 6 separate species, CH13O5S in total.

```
! wB97M-V def2-TZVPD RIJCOSX def2/J DEFGRID3
* xyz -1 1
C -0.53320 -0.00353 2.23355
S -0.67109 0.94630 0.62976
H 0.46975 0.10334 2.64731
H -1.23788 0.36625 2.99239
H -0.76231 -1.06284 2.15313
H -1.45028 4.40439 -0.34473
H -0.67747 3.12193 -0.10120
O -0.56176 4.07472 -0.33288
H 3.39542 -2.39914 0.32874
H 4.09930 -1.59270 1.44298
O 3.97395 -2.50262 1.09250
H 2.21160 -0.70396 -0.46735
H 0.91535 -0.49339 0.29589
O 1.49246 -1.20771 -0.07186
H -0.21441 -2.13131 -2.51700
H -0.56703 -2.25308 -1.03425
O -0.67784 -2.68686 -1.88777
H -1.78319 0.26964 -1.74958
H -3.15661 0.56785 -1.19192
O -2.63968 0.60724 -2.01705
*
```

Summary:
Kohn-Sham gap = 0.263 Ha
HOMO energy = -3.829 eV

***

c) The following is a DFT calculation (ωB97M-V with the def2-TZVPD basis set) of a cluster of 6 separate species, CH13O5S in total.

```
! wB97M-V def2-TZVPD RIJCOSX def2/J DEFGRID3
* xyz -1 1
C 1.01290 -2.11842 -1.24623
S 1.20348 -0.53513 -0.37327
H 1.03500 -2.99890 -0.55166
H 0.23723 -1.97073 -1.90532
H 1.80690 -2.40509 -1.82560
H 2.11049 1.63639 0.01569
H 2.31025 0.71654 1.01289
O 2.67083 1.64454 0.82518
H -0.43798 2.30647 -0.51028
H -0.49667 0.88834 -0.92723
O -0.92639 1.72934 -1.12712
H 0.25789 -2.71420 2.20119
H 1.30654 -1.72059 1.77316
O 1.02077 -2.13189 2.56942
H -4.59832 -1.48126 1.60861
H -4.15206 -1.01117 3.03356
O -4.64261 -1.75386 2.54212
H -1.30022 2.79170 -2.27965
H -0.79406 4.14207 -2.50484
O -0.94986 3.39849 -3.02096
*
```

Summary:
Kohn-Sham gap = 0.250 Ha
HOMO energy = -3.835 eV

***

The energy of each structure relative to the most stable one, in kJ/mol, is as follows: a) 0.0; b) 10.6; c) 112.7.

***

a) The following is a DFT calculation (ωB97M-V with the def2-TZVPD basis set) of a structure of composition C3H2N2.

```
! wB97M-V def2-TZVPD RIJCOSX def2/J DEFGRID3
* xyz 0 1
C -0.74846 -0.67251 -0.09871
C 0.74650 0.92521 -0.06025
C 0.53099 -0.99199 0.06545
N 1.52486 -0.15784 0.00399
N -0.58750 0.64732 -0.08987
H -2.58227 -1.68304 0.25430
H 1.11589 1.93286 -0.07492
*
```

Summary:
Kohn-Sham gap (spin up / spin down) = 0.273 / 0.272 Ha
HOMO energy (spin up / spin down) = -9.742 / -9.744 eV

***

b) The following is a DFT calculation (ωB97M-V with the def2-TZVPD basis set) of the molecule C3H2N2.

```
! wB97M-V def2-TZVPD RIJCOSX def2/J DEFGRID3
* xyz 0 1
N -1.74002 -0.21878 -1.53297
C -0.73915 -0.39067 -0.96815
C 0.35291 -0.32119 0.06895
C 0.39330 0.90691 0.74204
N 0.25761 1.93167 1.31567
H 0.20096 -1.23429 0.79042
H 1.27438 -0.67366 -0.41596
*
```

Summary:
SMILES = N#CCC#N
Kohn-Sham gap = 0.457 Ha
HOMO energy = -12.113 eV

***

c) The following is a DFT calculation (ωB97M-V with the def2-TZVPD basis set) of a structure of composition C3H2N2.

```
! wB97M-V def2-TZVPD RIJCOSX def2/J DEFGRID3
* xyz 0 1
C -0.81446 -0.68468 0.04940
C 0.73768 0.94289 0.07673
C 0.51009 -0.99486 -0.03085
N 1.44646 -0.15461 -0.00113
N -0.63551 0.64026 -0.06750
H -2.55042 -1.69141 0.00883
H 1.30615 1.94240 -0.03549
*
```

Summary:
Kohn-Sham gap (spin up / spin down) = 0.276 / 0.271 Ha
HOMO energy (spin up / spin down) = -9.515 / -9.479 eV

***

The energy of each structure relative to the most stable one, in kJ/mol, is as follows: a) 761.7; b) 0.0; c) 751.4.